1.
Computed, not measured: a 5-piece molecular cluster, C29H79N12O9P4S overall at a distorted geometry, with ωB97M-V/def2-TZVPD.

Bonds (Å) are listed after each position.
Cartesian coordinates (Å):
1 O -9.8694 -5.4084 -1.5991  C2 1.253
2 C -8.7740 -4.8122 -1.4755  O1 1.253, O3 1.250, C4 1.558
3 O -8.3956 -4.0764 -0.5392  C2 1.250
4 C -7.7968 -5.0142 -2.6723  C2 1.558, C5 1.540, C11 1.549, H12 1.089
5 C -7.2749 -3.6854 -3.2490  C4 1.540, C6 1.518, H13 1.093, H14 1.093
6 C -5.9926 -3.1398 -2.6470  C5 1.518, O7 1.468, H15 1.087, H16 1.090
7 O -4.9038 -4.1245 -2.6735  C6 1.468, S8 1.574
8 S -5.2299 -5.2895 -1.6664  O7 1.574, O9 1.430, O10 1.443, C11 1.759
9 O -5.5060 -4.8012 -0.3514  S8 1.430
10 O -4.1675 -6.2654 -1.6632  S8 1.443
11 C -6.6649 -6.0265 -2.3666  C4 1.549, S8 1.759, H17 1.090, H18 1.090
12 H -8.4044 -5.4857 -3.4440  C4 1.089
13 H -7.1870 -3.7170 -4.3385  C5 1.093
14 H -8.0423 -2.9352 -3.0415  C5 1.093
15 H -6.1381 -2.7323 -1.6494  C6 1.087
16 H -5.6456 -2.3090 -3.2614  C6 1.090
17 H -6.9777 -6.7773 -1.6414  C11 1.090
18 H -6.3948 -6.5612 -3.2772  C11 1.090
19 O 1.2577 -4.5314 2.6832  P20 1.495
20 P 0.0072 -5.3134 2.4379  O19 1.495, N21 1.735, N24 1.702, N27 1.712
21 N -0.9214 -4.6110 3.7249  P20 1.735, C22 1.448, C23 1.454
22 C -1.8568 -5.3154 4.5759  N21 1.448, H30 1.099, H31 1.090, H32 1.090
23 C -1.0723 -3.1651 3.7003  N21 1.454, H33 1.099, H34 1.091, H35 1.091
24 N 0.5085 -6.8906 2.8341  P20 1.702, C25 1.447, C26 1.455
25 C -0.2347 -7.8131 3.6657  N24 1.447, H36 1.097, H37 1.095, H38 1.087
26 C 1.9401 -7.1120 2.9725  N24 1.455, H39 1.097, H40 1.086, H41 1.093
27 N -1.3820 -5.8700 1.6060  P20 1.712, C28 1.491, C29 1.483
28 C -1.0523 -6.6485 0.3782  N27 1.491, H42 1.094, H43 1.089, H44 1.087
29 C -2.3229 -4.8156 1.1569  N27 1.483, H45 1.094, H46 1.087, H47 1.086
30 H -2.6665 -5.8178 4.0292  C22 1.099
31 H -2.3299 -4.6166 5.2665  C22 1.090
32 H -1.3537 -6.0560 5.1986  C22 1.090
33 H -1.7883 -2.8099 2.9458  C23 1.099
34 H -0.1121 -2.6913 3.4898  C23 1.091
35 H -1.4049 -2.7954 4.6719  C23 1.091
36 H -0.0336 -7.6536 4.7325  C25 1.097
37 H 0.0541 -8.8426 3.4284  C25 1.095
38 H -1.3055 -7.7441 3.4889  C25 1.087
39 H 2.3249 -6.7562 3.9365  C26 1.097
40 H 2.4933 -6.6124 2.1824  C26 1.086
41 H 2.1508 -8.1820 2.8918  C26 1.093
42 H -0.5242 -6.0413 -0.3627  C28 1.094
43 H -1.9756 -7.0132 -0.0698  C28 1.089
44 H -0.4361 -7.5101 0.6235  C28 1.087
45 H -1.8255 -4.0347 0.5747  C29 1.094
46 H -2.8372 -4.3506 1.9941  C29 1.087
47 H -3.0952 -5.2622 0.5369  C29 1.086
48 O -0.7468 1.9388 0.2933  P49 1.480
49 P 0.5189 1.6698 1.0121  O48 1.480, N50 1.708, N53 1.698, N56 1.709
50 N 0.8093 3.1260 1.8566  P49 1.708, C51 1.445, C52 1.456
51 C 2.1073 3.7082 2.1088  N50 1.445, H59 1.100, H60 1.090, H61 1.090
52 C -0.2705 3.6062 2.7075  N50 1.456, H62 1.099, H63 1.090, H64 1.091
53 N 1.6122 1.4544 -0.2693  P49 1.698, C54 1.446, C55 1.460
54 C 2.9785 1.9285 -0.2866  N53 1.446, H65 1.098, H66 1.095, H67 1.089
55 C 1.0525 1.4344 -1.6178  N53 1.460, H68 1.097, H69 1.085, H70 1.091
56 N 1.4036 0.6234 2.0336  P49 1.709, C57 1.484, C58 1.479
57 C 1.4233 -0.7798 1.5498  N56 1.484, H71 1.094, H72 1.090, H73 1.086
58 C 0.9202 0.5847 3.4312  N56 1.479, H74 1.094, H75 1.089, H76 1.089
59 H 2.7953 3.0469 2.6550  C51 1.100
60 H 2.0129 4.6149 2.7062  C51 1.090
61 H 2.5909 4.0173 1.1820  C51 1.090
62 H -0.3717 3.0435 3.6456  C52 1.099
63 H -1.2227 3.5382 2.1804  C52 1.090
64 H -0.1191 4.6563 2.9635  C52 1.091
65 H 3.0475 2.9718 -0.6228  C54 1.098
66 H 3.5717 1.3235 -0.9794  C54 1.095
67 H 3.4524 1.8345 0.6893  C54 1.089
68 H 0.8301 2.4423 -1.9903  C55 1.097
69 H 0.1399 0.8488 -1.6522  C55 1.085
70 H 1.7566 0.9616 -2.3046  C55 1.091
71 H 0.4203 -1.2148 1.5094  C57 1.094
72 H 2.0408 -1.3938 2.2049  C57 1.090
73 H 1.8605 -0.8394 0.5572  C57 1.086
74 H -0.1501 0.3696 3.5060  C58 1.094
75 H 1.1247 1.5277 3.9365  C58 1.089
76 H 1.4608 -0.1868 3.9777  C58 1.089
77 O 1.0708 -0.8454 -4.2654  P78 1.481
78 P 0.9002 -1.9015 -5.2890  O77 1.481, N79 1.704, N82 1.699, N85 1.711
79 N 1.0522 -1.0660 -6.7663  P78 1.704, C80 1.448, C81 1.457
80 C 0.3212 -1.3539 -7.9833  N79 1.448, H88 1.098, H89 1.090, H90 1.088
81 C 2.2627 -0.2735 -6.9337  N79 1.457, H91 1.099, H92 1.091, H93 1.090
82 N -0.7078 -2.3830 -5.0248  P78 1.699, C83 1.449, C84 1.461
83 C -1.6554 -2.7349 -6.0627  N82 1.449, H94 1.097, H95 1.094, H96 1.088
84 C -1.3999 -1.7934 -3.8806  N82 1.461, H97 1.096, H98 1.086, H99 1.092
85 N 1.3521 -3.4586 -5.8371  P78 1.711, C86 1.484, C87 1.478
86 C 1.2729 -4.4887 -4.7720  N85 1.484, H100 1.095, H101 1.090, H102 1.086
87 C 2.7141 -3.5365 -6.4058  N85 1.478, H103 1.094, H104 1.089, H105 1.089
88 H 0.4528 -2.3814 -8.3485  C80 1.098
89 H 0.6549 -0.6888 -8.7799  C80 1.090
90 H -0.7443 -1.1679 -7.8644  C80 1.088
91 H 3.1561 -0.8781 -7.1438  C81 1.099
92 H 2.4621 0.3032 -6.0298  C81 1.091
93 H 2.1445 0.4401 -7.7493  C81 1.090
94 H -2.1609 -1.8517 -6.4723  C83 1.097
95 H -2.4279 -3.3910 -5.6512  C83 1.094
96 H -1.1825 -3.2859 -6.8736  C83 1.088
97 H -1.7501 -0.7752 -4.0864  C84 1.096
98 H -0.7567 -1.7611 -3.0068  C84 1.086
99 H -2.2643 -2.4104 -3.6257  C84 1.092
100 H 1.9612 -4.2832 -3.9460  C86 1.095
101 H 1.5180 -5.4620 -5.1971  C86 1.090
102 H 0.2649 -4.5496 -4.3726  C86 1.086
103 H 3.4805 -3.1374 -5.7342  C87 1.094
104 H 2.7668 -3.0030 -7.3536  C87 1.089
105 H 2.9566 -4.5766 -6.6198  C87 1.089
106 O 3.4263 9.8685 1.2239  P107 1.481
107 P 3.3407 9.3281 2.5998  O106 1.481, N108 1.696, N111 1.705, N114 1.713
108 N 1.8692 8.4860 2.6273  P107 1.696, C109 1.449, C110 1.460
109 C 0.9652 8.3926 3.7561  N108 1.449, H117 1.098, H118 1.090, H119 1.089
110 C 1.6874 7.4728 1.5924  N108 1.460, H120 1.095, H121 1.090, H122 1.090
111 N 3.2599 10.7590 3.5236  P107 1.705, C112 1.448, C113 1.457
112 C 2.4418 10.9373 4.7054  N111 1.448, H123 1.097, H124 1.095, H125 1.088
113 C 3.4118 12.0205 2.8098  N111 1.457, H126 1.097, H127 1.086, H128 1.093
114 N 4.1315 8.4830 3.8621  P107 1.713, C115 1.482, C116 1.480
115 C 5.4865 9.0100 4.1515  N114 1.482, H129 1.095, H130 1.090, H131 1.086
116 C 4.2820 7.0303 3.6248  N114 1.480, H132 1.094, H133 1.089, H134 1.089
117 H 1.4251 7.9719 4.6606  C109 1.098
118 H 0.1226 7.7506 3.5009  C109 1.090
119 H 0.5374 9.3613 4.0094  C109 1.089
120 H 2.2652 6.5635 1.7865  C110 1.095
121 H 1.9973 7.8602 0.6214  C110 1.090
122 H 0.6403 7.1874 1.4919  C110 1.090
123 H 1.4161 11.2343 4.4543  C112 1.097
124 H 2.8650 11.7273 5.3344  C112 1.095
125 H 2.4139 10.0379 5.3172  C112 1.088
126 H 2.4941 12.3180 2.2884  C113 1.097
127 H 4.2131 11.9640 2.0796  C113 1.086
128 H 3.6729 12.8078 3.5219  C113 1.093
129 H 6.1619 8.9073 3.2961  C115 1.095
130 H 5.9091 8.4662 4.9965  C115 1.090
131 H 5.4378 10.0594 4.4276  C115 1.086
132 H 4.7543 6.8013 2.6647  C116 1.094
133 H 3.3154 6.5315 3.6669  C116 1.089
134 H 4.8906 6.5963 4.4169  C116 1.089

Computed properties:
**Gap between HOMO and LUMO**: 6.393 eV
**Total charge**: -1
**HOMO**: -4.73 eV
**F_max**: 6.35 eV/A
**LUMO energy**: 1.66 eV

2.
Computed, not measured: one molecule with the formula C4H5N3, with ωB97M-V/def2-TZVPD.

Bonds (Å) are listed after each position.
Cartesian coordinates (Å):
1 N 1.9160 -0.0913 -0.3121  C2 1.358, H8 1.008, H9 1.010
2 C 0.5697 -0.1815 -0.1630  N1 1.358, C3 1.494, C7 1.387
3 C 0.0697 -0.9266 1.0317  C2 1.494, N4 1.251, H10 1.116
4 N -0.6549 -0.2130 1.7607  C3 1.251
5 C -2.2584 0.7339 0.2229  N6 1.216, H11 1.095
6 N -1.5497 0.6918 -0.7647  C5 1.216, C7 1.333
7 C -0.2488 0.5445 -1.0150  C2 1.387, N6 1.333, H12 1.081
8 H 2.5236 -0.6230 0.2917  N1 1.008
9 H 2.3154 0.7549 -0.6917  N1 1.010
10 H 0.4295 -1.9610 1.2441  C3 1.116
11 H -3.2487 0.2747 0.3129  C5 1.095
12 H 0.1366 0.9967 -1.9177  C7 1.081

Computed properties:
**Gap between HOMO and LUMO (spin up / spin down)**: 7.136 / 8.114 eV
**HOMO (spin up / spin down)**: -7.10 / -8.07 eV
**Energy above the lowest of the compared OMol25 structures with the same formula, charge and spin**: 125.58 kcal per mole
**F_max**: 0.89 eV/A
**LUMO energy (spin up / spin down)**: 0.03 / 0.04 eV

3.
Computed, not measured: one molecule with the formula C5H8N2 at a distorted geometry, with ωB97M-V/def2-TZVPD.

Bonds (Å) are listed after each position.
Cartesian coordinates (Å):
1 C -1.2629 0.8491 -0.4875  C2 1.499, C3 1.665, H8 1.104, H10 1.075
2 C -1.5107 -0.5345 -1.0092  C1 1.499, C3 1.535, H11 1.096, H12 1.081
3 C -0.5953 -0.5003 0.2226  C1 1.665, C2 1.535, C4 1.471, N7 1.414
4 C 0.8644 -0.4585 0.0470  C3 1.471, C6 1.411, H13 1.097
5 N 2.9902 0.7111 0.4309  C6 1.288, H9 1.018
6 C 1.7620 0.4218 0.6885  C4 1.411, N5 1.288, H14 1.105
7 N -1.4050 -0.8635 1.3229  C3 1.414, H15 1.019
8 H -0.8618 1.5108 -1.2744  C1 1.104
9 H 3.4190 0.5966 -0.4850  N5 1.018
10 H -1.6949 1.3626 0.3524  C1 1.075
11 H -1.0268 -0.9185 -1.9143  C2 1.096
12 H -2.4403 -1.0114 -0.7308  C2 1.081
13 H 1.2628 -0.9956 -0.8223  C4 1.097
14 H 1.3389 0.9854 1.5399  C6 1.105
15 H -0.8396 -1.1552 2.1193  N7 1.019

Computed properties:
**Gap between HOMO and LUMO**: 5.434 eV
**HOMO**: -7.48 eV
**Energy above the lowest of the compared OMol25 structures with the same formula, charge and spin**: 149.10 kcal per mole
**F_max**: 3.50 eV/A
**LUMO energy**: -2.05 eV

4.
Computed, not measured: a 3-piece molecular cluster, C29H40F2NO4 overall at a distorted geometry, with ωB97M-V/def2-TZVPD.

Bonds (Å) are listed after each position.
Cartesian coordinates (Å):
1 C 4.4405 -3.7949 -2.2109  C2 1.586, H23 1.128, H24 1.123, H25 1.132
2 C 3.4831 -3.7986 -0.9461  C1 1.586, O3 1.435, H26 1.134, H27 1.131
3 O 3.1192 -2.4922 -0.4760  C2 1.435, C4 1.440
4 C 2.0680 -1.9222 -1.2781  O3 1.440, C5 1.573, H28 1.122, H29 1.131
5 C 2.4081 -0.3900 -1.3772  C4 1.573, O6 1.470, H30 1.126, H31 1.129
6 O 1.4927 0.3651 -2.2442  C5 1.470, N7 1.366
7 N 1.4490 1.6253 -1.7188  O6 1.366, C8 1.408, C19 1.394
8 C 0.2675 1.9969 -1.0480  N7 1.408, C9 1.569, C16 1.472
9 C -0.8863 0.9339 -1.0221  C8 1.569, C10 1.576, H32 1.128, H33 1.132
10 C -2.0435 1.2557 -0.0017  C9 1.576, C11 1.578, H34 1.131, H35 1.132
11 C -3.3782 1.7972 -0.6466  C10 1.578, C12 1.578, H36 1.124, H37 1.134
12 C -3.9835 0.8942 -1.7908  C11 1.578, C13 1.580, H38 1.121, H39 1.133
13 C -4.8283 -0.3427 -1.2869  C12 1.580, O14 1.460, H40 1.134, H41 1.122
14 O -4.1683 -1.5400 -1.7990  C13 1.460, C15 1.435
15 C -5.1271 -2.5551 -2.1313  O14 1.435, H42 1.125, H43 1.132, H44 1.132
16 C 0.1734 3.3267 -0.4225  C8 1.472, C17 1.496, H45 1.115
17 C 1.3203 4.2848 -0.4923  C16 1.496, C18 1.475, H46 1.115
18 C 2.4999 3.8290 -1.2509  C17 1.475, C19 1.477, H47 1.121
19 C 2.5395 2.4829 -1.8577  N7 1.394, C18 1.477, O20 1.366
20 O 3.6919 2.1462 -2.5090  C19 1.366, C21 1.460
21 C 3.4876 1.8377 -3.9213  O20 1.460, C22 1.573, H48 1.131, H49 1.129
22 C 2.3181 2.6230 -4.6208  C21 1.573, H50 1.122, H51 1.129, H52 1.133
23 H 3.9039 -4.0497 -3.1698  C1 1.128
24 H 5.0716 -2.8703 -2.2958  C1 1.123
25 H 5.1683 -4.6468 -2.0487  C1 1.132
26 H 2.5937 -4.4844 -1.1030  C2 1.134
27 H 4.0737 -4.2758 -0.1075  C2 1.131
28 H 1.9319 -2.4345 -2.2669  C4 1.122
29 H 1.1155 -2.0526 -0.6829  C4 1.131
30 H 3.4577 -0.2792 -1.7695  C5 1.126
31 H 2.3087 0.0490 -0.3413  C5 1.129
32 H -1.2263 0.8264 -2.0923  C9 1.128
33 H -0.4636 -0.0739 -0.7271  C9 1.132
34 H -2.3062 0.3146 0.5682  C10 1.131
35 H -1.7515 1.9984 0.8010  C10 1.132
36 H -3.3157 2.8521 -1.0298  C11 1.124
37 H -4.1461 1.8203 0.1879  C11 1.134
38 H -3.2450 0.5154 -2.5444  C12 1.121
39 H -4.7001 1.5547 -2.3694  C12 1.133
40 H -5.8289 -0.3204 -1.8202  C13 1.134
41 H -4.9893 -0.3856 -0.1776  C13 1.122
42 H -6.0720 -2.4689 -1.5270  C15 1.125
43 H -4.6877 -3.5670 -1.8754  C15 1.132
44 H -5.3451 -2.5699 -3.2419  C15 1.132
45 H -0.7395 3.6498 0.1310  C16 1.115
46 H 1.3011 5.2919 -0.0131  C17 1.115
47 H 3.3866 4.5085 -1.3437  C18 1.121
48 H 3.3083 0.7338 -4.0888  C21 1.131
49 H 4.4403 2.1346 -4.4496  C21 1.129
50 H 1.2874 2.3299 -4.2885  C22 1.122
51 H 2.4940 3.7382 -4.5943  C22 1.129
52 H 2.3723 2.3496 -5.7193  C22 1.133
53 F -5.7663 -0.3318 1.6681  C54 1.348
54 C -5.1697 -0.9864 2.6849  F53 1.348, C55 1.384, C59 1.382
55 C -3.9630 -1.6257 2.4627  C54 1.384, C56 1.389, H60 1.084
56 C -3.3454 -2.2960 3.5114  C55 1.389, C57 1.390, H61 1.084
57 C -3.9469 -2.3273 4.7644  C56 1.390, C58 1.390, H62 1.084
58 C -5.1620 -1.6848 4.9719  C57 1.390, C59 1.389, H63 1.083
59 C -5.7755 -1.0050 3.9274  C54 1.382, C58 1.389, H64 1.083
60 H -3.5139 -1.5975 1.4764  C55 1.084
61 H -2.3966 -2.7943 3.3518  C56 1.084
62 H -3.4665 -2.8542 5.5807  C57 1.084
63 H -5.6319 -1.7133 5.9476  C58 1.083
64 H -6.7178 -0.4915 4.0727  C59 1.083
65 F 5.1074 0.0134 5.9783  C66 1.340
66 C 4.4364 0.2952 4.8534  F65 1.340, C67 1.384, C71 1.384
67 C 3.6512 1.4337 4.7994  C66 1.384, C68 1.388, H72 1.083
68 C 2.9600 1.7282 3.6319  C67 1.388, C69 1.391, H73 1.084
69 C 3.0534 0.8761 2.5367  C68 1.391, C70 1.391, H74 1.086
70 C 3.8421 -0.2678 2.6053  C69 1.391, C71 1.388, H75 1.085
71 C 4.5424 -0.5575 3.7686  C66 1.384, C70 1.388, H76 1.083
72 H 3.5848 2.0805 5.6655  C67 1.083
73 H 2.3481 2.6210 3.5757  C68 1.084
74 H 2.5085 1.1062 1.6264  C69 1.086
75 H 3.9109 -0.9339 1.7520  C70 1.085
76 H 5.1683 -1.4384 3.8382  C71 1.083

Computed properties:
**Gap between HOMO and LUMO**: 7.174 eV
**Total charge**: +1
**HOMO**: -11.15 eV
**F_max**: 3.88 eV/A
**LUMO energy**: -3.98 eV